Record 1
Computed, not measured: a single C5H6O2S2 molecule, with wB97M-V/def2-TZVPD.

## Properties
* Kohn-Sham gap (spin up / spin down): 0.2733 / 0.2708 Ha
* ΔE to the lowest compared entry with this formula, charge and spin: 1.638 eV
* highest occupied orbital energy (spin up / spin down): -8.45 / -8.80 eV

Structure (ORCA input):
```
! wB97M-V def2-TZVPD RIJCOSX def2/J DEFGRID3
* xyz 0 1
C -0.30753 -1.24125 -0.79394
C -1.13011 0.05443 -0.69883
C -0.64544 1.06830 0.32052
C 0.23727 -1.74126 0.43932
C 0.72838 0.66116 0.99402
O -0.20842 -1.86146 -1.86950
O 2.08744 1.44488 -1.04623
S 0.47598 -0.92778 1.89434
S 2.03183 0.27777 -0.24243
H -1.21927 0.59334 -1.75683
H -2.08799 -0.45263 -0.34791
H -0.39903 2.06174 -0.01241
H -1.34047 1.37991 1.20974
H 0.56299 -2.71545 0.38070
H 1.21437 1.39829 1.52944
*
```

Record 2
Computed, not measured: a molecular structure, C20H55ClN5O5Ti, with wB97M-V/def2-TZVPD.

## Properties
* <S²>: 3.752
* Kohn-Sham gap (spin up / spin down): 0.2381 / 0.3009 Ha
* ΔE to the lowest compared entry with this formula, charge and spin: 3.404 eV
* highest occupied orbital energy (spin up / spin down): -6.57 / -8.63 eV

Structure (ORCA input):
```
! wB97M-V def2-TZVPD RIJCOSX def2/J DEFGRID3
* xyz 0 4
Ti -15.38948 2.20352 -24.36198
Cl -15.12742 0.09227 -22.72593
C -17.06890 -1.36775 -25.61825
C -15.95892 -2.44452 -25.59273
C -14.58493 -1.98521 -26.29681
O -13.81602 -3.09838 -26.78286
C -12.72946 -2.56871 -27.57952
N -15.70060 -2.87933 -24.27765
H -16.92596 -0.52092 -24.94702
H -18.00067 -1.78803 -25.23974
H -17.20594 -1.00468 -26.63683
H -16.31784 -3.30164 -26.16247
H -14.07753 -1.36816 -25.55526
H -14.81315 -1.39494 -27.18428
H -13.07033 -2.16644 -28.53351
H -12.01926 -3.34654 -27.86006
H -12.09446 -1.83667 -27.08054
H -15.36130 -2.05652 -23.80021
H -14.83255 -3.36743 -24.44599
C -18.46109 4.50155 -23.39050
C -17.83872 3.56062 -22.40202
C -18.61817 3.30644 -21.06925
O -20.00305 3.09711 -21.23513
C -20.72560 3.32897 -20.04900
N -17.52428 2.42992 -23.21910
H -19.48471 4.29214 -23.70108
H -17.77490 4.73069 -24.20582
H -18.57534 5.45597 -22.87657
H -16.84920 3.97870 -22.21718
H -18.47084 4.22165 -20.49585
H -18.18586 2.47372 -20.51446
H -20.23052 2.84693 -19.20601
H -21.78557 3.07575 -20.07022
H -20.72254 4.39907 -19.84171
H -18.36823 2.09592 -23.66215
H -17.18327 1.65234 -22.67213
C -12.63023 -1.69783 -19.66935
C -11.76114 -1.94283 -20.90153
C -12.39188 -3.16658 -21.68006
O -11.57506 -3.49733 -22.77945
C -12.22634 -4.36538 -23.74262
N -11.84406 -0.68721 -21.63896
H -12.26375 -0.88729 -19.03941
H -12.68355 -2.55812 -19.00216
H -13.66947 -1.53103 -19.95267
H -10.71338 -2.18070 -20.71789
H -13.34891 -2.87720 -22.11418
H -12.51956 -4.02726 -21.02352
H -13.05453 -3.74664 -24.08812
H -12.55856 -5.34866 -23.40962
H -11.53415 -4.53266 -24.56784
H -11.78926 -0.95891 -22.61019
H -12.80064 -0.36409 -21.66444
C -14.38495 2.97169 -20.72609
C -14.53487 4.45484 -20.40848
C -13.85355 4.76600 -19.00464
O -14.43135 4.06028 -17.88272
C -13.73129 4.12725 -16.63950
N -13.90675 5.24570 -21.44235
H -14.94279 2.47679 -19.93112
H -13.36528 2.59802 -20.81952
H -14.97651 2.69315 -21.59820
H -15.58421 4.73395 -20.31310
H -14.00434 5.80701 -18.71885
H -12.76878 4.69563 -19.08471
H -12.91327 3.40848 -16.68753
H -14.37765 3.79754 -15.82611
H -13.17996 5.04354 -16.42841
H -12.93134 4.98364 -21.43855
H -13.85030 6.19060 -21.09010
C -19.50909 -2.65713 -22.91135
C -18.67761 -1.52260 -22.27157
C -19.48293 -0.87278 -21.09323
O -20.79753 -0.40723 -21.59746
C -21.71567 -0.28901 -20.56137
N -17.38610 -2.09900 -21.89514
H -19.64472 -3.41051 -22.13539
H -19.02050 -3.14679 -23.75373
H -20.54019 -2.40691 -23.16100
H -18.43883 -0.74160 -22.99345
H -18.86611 -0.12915 -20.58860
H -19.60805 -1.76325 -20.47719
H -22.47198 0.47230 -20.75240
H -21.24829 0.07467 -19.64628
H -22.24064 -1.21170 -20.31409
H -16.72998 -1.36418 -21.67231
H -16.99329 -2.39032 -22.77884
*
```

Record 3
Computed, not measured: 2 unconnected molecules or ions with the total composition C2H6S2, with wB97M-V/def2-TZVPD.

## Properties
* Kohn-Sham gap: 0.3608 Ha
* ΔE to the lowest compared entry with this formula, charge and spin: 1.866 eV
* highest occupied orbital energy: -9.49 eV

Structure (ORCA input):
```
! wB97M-V def2-TZVPD RIJCOSX def2/J DEFGRID3
* xyz 0 1
C -1.44725 -0.74951 -1.38763
C -0.49048 -1.00469 -0.51681
H -1.76131 -1.37490 -2.17391
H -2.13968 0.20922 -1.46297
H 0.03994 -1.84028 -0.87272
H -0.21792 -0.35420 0.32234
S 4.29929 0.10147 -0.02108
S 2.31296 0.19288 0.56563
H 4.63576 -1.16614 -0.17814
H 1.99422 0.51006 -0.62171
*
```

Record 4
Computed, not measured: 15 unconnected molecules or ions with the total composition C8H43NO17PS, with wB97M-V/def2-TZVPD.

## Properties
* Kohn-Sham gap: 0.1642 Ha
* highest occupied orbital energy: -2.86 eV

Structure (ORCA input):
```
! wB97M-V def2-TZVPD RIJCOSX def2/J DEFGRID3
* xyz -1 1
C 5.71744 1.12018 1.75367
C 4.37412 1.51429 1.02982
C 3.59651 2.47452 1.93320
C 2.50751 3.35049 1.24957
C 2.76978 3.72408 -0.22432
C 1.11986 2.71470 1.45137
C 0.93781 1.48625 0.54016
P 0.83146 -0.01023 1.56137
O 2.08190 -0.44600 2.20279
O 0.28323 -1.21034 0.60257
O -0.24606 0.27386 2.74038
N 0.08105 3.75573 0.94070
C -0.77458 3.71888 1.78253
S -2.13732 3.46779 2.61157
H 6.55214 1.25439 1.05305
H 5.72420 0.06890 2.05785
H 5.89306 1.74695 2.63172
H 4.67802 1.94261 0.07436
H 3.85765 0.56837 0.85141
H 4.26956 3.13543 2.49459
H 3.07368 1.87149 2.68431
H 2.48807 4.29765 1.80801
H 2.68931 2.89076 -0.93867
H 3.80480 4.09857 -0.28526
H 2.11044 4.53805 -0.54549
H 1.66681 1.38254 -0.27580
H -0.05741 1.59214 0.06578
H 0.28434 -0.87265 -0.30965
H -0.76338 1.04268 2.42640
O -2.91950 -0.87253 2.51724
H -3.02664 -1.70562 2.99555
H -2.07937 -0.97878 2.05007
O -4.21923 -3.36174 1.05288
H -3.83376 -2.55789 1.42205
H -4.77389 -3.02985 0.33409
O -4.52108 -4.11820 -1.75116
H -4.08156 -4.70787 -2.37169
H -4.03412 -4.24576 -0.92615
O -5.57205 -0.79434 -0.16427
H -5.65410 -0.16107 0.55808
H -6.34950 -0.64301 -0.71071
O 4.16107 2.02869 -2.32981
H 4.16188 1.09870 -2.58201
H 4.90239 2.40182 -2.82154
O 0.77506 -1.05406 -2.12114
H 1.53897 -1.63675 -2.18740
H 0.67639 -0.68754 -3.00478
O -1.74572 -2.21688 -2.14355
H -2.52907 -1.70158 -2.35246
H -1.04246 -1.55145 -2.04555
O -1.22379 -2.58618 4.30909
H -1.36499 -1.95404 5.02104
H -0.82826 -2.05641 3.60537
O 1.39894 1.35064 -2.88048
H 0.60959 1.84708 -3.12384
H 2.08564 2.03048 -2.78787
O -6.04681 1.03307 2.74583
H -6.16377 0.20181 3.21756
H -5.21843 0.91517 2.26484
O -5.26148 -6.37365 0.08141
H -4.87134 -5.57567 0.45788
H -5.79798 -6.05077 -0.64907
O 5.53963 1.71027 -5.07212
H 5.84781 2.10892 -5.89184
H 4.87319 1.07475 -5.35335
O -0.27687 -4.77043 -3.55256
H -0.60317 -4.11489 -2.92255
H -0.71826 -4.53714 -4.37385
O -2.82996 0.13275 -1.11477
H -3.55220 -0.36445 -0.70685
H -2.84514 0.98233 -0.65960
*
```

Record 5
Computed, not measured: 2 unconnected molecules or ions with the total composition C33H53F3NO4SSi, with wB97M-V/def2-TZVPD.

## Properties
* Kohn-Sham gap: 0.1893 Ha
* highest occupied orbital energy: -10.32 eV

Structure (ORCA input):
```
! wB97M-V def2-TZVPD RIJCOSX def2/J DEFGRID3
* xyz 1 1
C 5.08047 0.22653 -0.36524
C 5.38139 1.57702 -1.27362
C 5.37437 2.84561 -0.18391
C 4.21330 1.92576 -2.37023
C 4.78346 2.71444 -3.72449
C 3.26974 0.65030 -2.78321
O 4.04356 -0.51305 -3.33107
C 2.94656 -1.44750 -3.74914
C 2.36111 -2.47235 -2.61181
N 1.20748 -3.47164 -2.84075
C 0.82940 -4.31481 -1.63802
C -0.00450 -3.39004 -0.55074
C 0.70190 -3.67320 0.93532
C 0.05454 -2.57187 1.97856
C 0.98754 -2.25441 3.28902
C 1.16562 -0.61875 3.43971
C 0.16960 0.07296 4.54303
C -1.40126 -0.38726 4.44834
Si -2.53429 0.81776 3.44772
C -3.43581 2.12671 4.54452
C -3.93914 -0.30606 2.66720
C -1.56710 1.58795 1.95072
C -0.84305 3.06925 2.02491
C -0.03788 3.58466 0.67596
C 0.00096 2.65729 -0.70592
C -0.71722 1.16669 -0.78028
C -1.51427 0.66851 0.57373
C 0.56200 -3.51701 -4.20844
C -0.70230 -4.51993 -4.51861
C -2.03812 -3.58449 -4.68149
C -2.33689 -3.05047 -6.20150
F -1.61452 -3.76777 -7.27664
F -3.80495 -3.30842 -6.44932
F -2.18267 -1.55975 -6.36173
C 1.06426 -2.57435 -5.49559
C 2.29784 -1.50935 -5.25423
C 2.92688 -0.50932 -6.39190
O 2.10473 0.22805 -7.15765
O 4.40098 -0.44109 -6.62523
H 3.92840 0.13153 -0.11447
H 5.63572 0.41048 0.67254
H 5.53247 -0.75117 -0.83773
H 6.44599 1.49685 -1.75401
H 6.36835 2.90821 0.43039
H 5.15002 3.81151 -0.83484
H 4.40909 2.66096 0.48144
H 3.49097 2.71607 -1.84478
H 5.64996 2.12007 -4.24359
H 5.12404 3.78708 -3.32636
H 3.86533 2.93725 -4.44265
H 2.55702 0.28032 -1.93044
H 2.55470 1.01318 -3.66745
H 2.87071 -2.43270 -1.53657
H 0.32090 -5.33745 -1.89146
H 1.85879 -4.58992 -1.09950
H 0.21455 -2.24208 -0.77956
H -1.15436 -3.60848 -0.51540
H 1.88938 -3.59288 0.88713
H 0.47765 -4.78238 1.26994
H -1.01771 -2.96497 2.25411
H -0.05595 -1.56951 1.37873
H 2.01648 -2.84424 3.30572
H 0.40706 -2.60519 4.26179
H 2.27476 -0.45671 3.84597
H 1.10588 -0.03444 2.42436
H 0.18801 1.24371 4.33117
H 0.51857 -0.07683 5.66367
H -1.81811 -0.37380 5.56580
H -1.58021 -1.47388 4.05164
H -2.70897 2.81172 5.16375
H -4.19435 1.62025 5.30799
H -4.08988 2.82787 3.85678
H -4.75995 -0.55610 3.48433
H -3.43221 -1.34938 2.38957
H -4.37543 0.15565 1.68323
H -0.92293 3.70479 3.02462
H 0.50363 4.64043 0.63460
H 0.58258 3.04332 -1.66919
H -0.70308 0.46517 -1.72773
H -2.02729 -0.39427 0.56684
H -0.41195 -5.13835 -5.48067
H -0.92913 -5.30327 -3.67618
H -1.84541 -2.61016 -4.01941
H -2.98945 -4.09966 -4.18452
H 0.57887 -2.62511 -6.56166
H 4.82484 -1.34124 -6.47955
C -6.24631 4.29408 6.98332
S -7.07473 3.63948 5.51400
O -6.01587 3.35106 4.49088
C -7.87811 5.18994 5.04226
H -5.64615 3.49616 7.42626
H -5.59455 5.12565 6.70642
H -6.99366 4.62685 7.70665
H -7.12742 5.96762 4.88286
H -8.57429 5.49490 5.82706
H -8.43097 5.02546 4.11392
*
```

no.,largest force on an atom (eV/A),energy (Eh)
1,4.391,-1140.857395
2,2.648,-2754.430059
3,4.413,-876.101889
4,1.797,-2404.059732
5,9.302,-2631.073169